1.
The following is a DFT calculation (the ωB97M-V functional and the def2-TZVPD basis) of an isolated ion of composition C10H8NO3 and charge +1.

Each atom is followed by the atoms it is bonded to, with distances in Å.
Positions of all 22 atoms, in Å:
1 O 0.035 2.644 3.333  C2 1.156
2 C -0.737 2.127 2.645  O1 1.156, O3 1.317, O14 1.422
3 O -1.685 1.292 3.017  C2 1.317, C4 1.344
4 C -2.051 0.365 2.116  O3 1.344, C5 1.304, H15 1.103
5 C -1.431 0.042 1.016  C4 1.304, N6 1.383, H16 1.151
6 N -0.479 0.756 0.311  C5 1.383, C7 1.486, C13 1.315
7 C 0.262 -0.121 -0.632  N6 1.486, C8 1.443, C12 1.414
8 C 0.671 -1.399 -0.100  C7 1.443, C9 1.386, H17 1.092
9 C 1.384 -2.281 -0.896  C8 1.386, C10 1.419, H18 1.080
10 C 1.657 -1.975 -2.255  C9 1.419, C11 1.405, H19 1.137
11 C 1.149 -0.758 -2.739  C10 1.405, C12 1.406, H20 1.089
12 C 0.594 0.265 -1.951  C7 1.414, C11 1.406, H21 1.013
13 C -0.161 2.021 0.478  N6 1.315, O14 1.346, H22 1.091
14 O -0.954 2.672 1.349  C2 1.422, C13 1.346
15 H -2.967 -0.161 2.436  C4 1.103
16 H -1.738 -0.941 0.501  C5 1.151
17 H 0.488 -1.726 0.926  C8 1.092
18 H 1.631 -3.099 -0.236  C9 1.080
19 H 2.285 -2.667 -2.902  C10 1.137
20 H 1.437 -0.556 -3.770  C11 1.089
21 H 0.066 0.946 -2.482  C12 1.013
22 H 0.544 2.553 -0.164  C13 1.091

Properties
E_LUMO (spin up / spin down), eV: -5.223 / -5.223
SMILES string: O=C1OC=C[N+](c2ccccc2)=CO1
Molecular weight, g mol⁻¹: 190.18
2S+1: 1
Net charge: +1
Energy, eV: -18122.436
E_HOMO (spin up / spin down), hartree: -0.4965 / -0.4965

***

2.
The following is a DFT calculation (the ωB97M-V functional and the def2-TZVPD basis) of one molecule with the formula C10H8NO4P.

Each atom is followed by the atoms it is bonded to, with distances in Å.
Positions of all 24 atoms, in Å:
1 N -1.902 -2.770 0.775  P2 1.552, H17 1.012
2 P -2.070 -2.032 -0.580  N1 1.552, O3 1.615, O4 1.626, C5 1.813
3 O -1.962 -3.080 -1.804  P2 1.615, H18 0.968
4 O -3.535 -1.326 -0.585  P2 1.626, H19 0.966
5 C -0.861 -0.697 -0.787  P2 1.813, C6 1.324, C15 1.517
6 C -1.133 0.464 -1.363  C5 1.324, C7 1.512, H20 1.086
7 C -0.045 1.512 -1.416  C6 1.512, O8 1.212, C9 1.507
8 O 0.050 2.315 -2.319  C7 1.212
9 C 0.884 1.488 -0.229  C7 1.507, C10 1.364, C14 1.384
10 C 1.435 2.636 0.261  C9 1.364, C11 1.375, H21 1.081
11 C 2.238 2.520 1.370  C10 1.375, C12 1.359, H22 1.084
12 C 2.494 1.330 1.976  C11 1.359, C13 1.379, H23 1.082
13 C 1.969 0.164 1.459  C12 1.379, C14 1.358, H24 1.081
14 C 1.170 0.272 0.366  C9 1.384, C13 1.358, C15 1.509
15 C 0.537 -0.949 -0.255  C5 1.517, C14 1.509, O16 1.210
16 O 1.103 -2.014 -0.359  C15 1.210
17 H -1.721 -3.757 0.640  N1 1.012
18 H -2.555 -3.800 -1.549  O3 0.968
19 H -3.452 -0.486 -0.114  O4 0.966
20 H -2.117 0.679 -1.768  C6 1.086
21 H 1.246 3.592 -0.206  C10 1.081
22 H 2.641 3.446 1.765  C11 1.084
23 H 3.107 1.257 2.865  C12 1.082
24 H 2.181 -0.799 1.902  C13 1.081

Properties
E_LUMO, eV: -1.248
SMILES string: N=P(O)(O)C1=CC(=O)c2ccccc2C1=O
Molecular weight, g mol⁻¹: 237.15
2S+1: 1
Net charge: 0
Energy, eV: -29468.863
E_HOMO, hartree: -0.3316

***

3.
The following is a DFT calculation (the ωB97M-V functional and the def2-TZVPD basis) of one molecule with the formula C10H8O.

Each atom is followed by the atoms it is bonded to, with distances in Å.
Positions of all 19 atoms, in Å:
1 C -0.484 3.051 0.322  C2 1.448, C11 1.350, H12 0.905
2 C -1.098 2.086 1.210  C1 1.448, C3 1.268, H13 1.199
3 C -0.851 0.848 1.092  C2 1.268, C4 1.437, H14 1.262
4 C -0.029 0.298 0.049  C3 1.437, C5 1.455, C10 1.488
5 C 0.254 -1.109 -0.189  C4 1.455, C6 1.415, O9 1.283
6 C 0.598 -2.071 0.789  C5 1.415, C7 1.490, H15 1.048
7 C 0.640 -3.375 0.068  C6 1.490, C8 1.353, H16 0.874
8 C 0.374 -3.037 -1.214  C7 1.353, O9 1.470, H17 1.092
9 O 0.046 -1.611 -1.352  C5 1.283, C8 1.470
10 C 0.565 1.246 -0.932  C4 1.488, C11 1.424, H18 1.102
11 C 0.301 2.624 -0.691  C1 1.350, C10 1.424, H19 0.969
12 H -0.691 3.928 0.236  C1 0.905
13 H -1.809 2.630 2.008  C2 1.199
14 H -1.265 -0.063 1.861  C3 1.262
15 H 0.652 -1.877 1.818  C6 1.048
16 H 0.829 -4.222 0.173  C7 0.874
17 H 0.280 -3.457 -2.218  C8 1.092
18 H 0.938 0.777 -1.857  C10 1.102
19 H 0.750 3.334 -1.175  C11 0.969

Properties
E_LUMO, eV: 0.764
SMILES string: c1ccc(-c2ccco2)cc1
Molecular weight, g mol⁻¹: 144.17
2S+1: 1
Net charge: 0
Energy, eV: -12542.026
E_HOMO, hartree: -0.2976